[1]
Molecular formula: C17H15N2O5
Method: DFT, wB97M-V/def2-TZVPD

Cartesian coordinates (Å):
O: 0.96984 1.25857 -2.64786
C: -0.15150 0.67302 -2.48080
C: -0.36477 -0.77905 -3.13835
C: 0.74582 -1.83471 -2.67565
C: 0.84419 -2.74415 -1.43712
N: 2.08171 -3.50780 -1.58901
C: 2.76292 -3.13014 -2.79427
N: 1.94627 -2.13955 -3.43645
C: -1.24208 1.42523 -1.58125
C: -0.80510 2.79316 -0.94287
C: -1.84069 3.55478 -0.04506
C: -3.25613 2.98563 0.26801
C: -3.66683 1.61469 -0.38536
C: -2.67587 0.82713 -1.31253
H: -0.29829 -0.73970 -4.29418
H: -1.38653 -1.16699 -2.79148
H: 0.07269 -2.76847 -0.58997
H: 2.45258 -4.22418 -0.94774
H: 3.76123 -3.53197 -3.15995
H: 2.19068 -1.67542 -4.32264
H: 0.22820 3.21817 -1.15305
H: -1.50927 4.56402 0.40432
H: -3.97613 3.56995 0.94686
H: -4.69985 1.17346 -0.19735
H: -3.03642 -0.15750 -1.76654
C: 0.27645 0.22192 4.34431
C: 1.46176 0.75618 4.03900
C: 2.03820 0.63492 2.66958
O: 3.11294 1.14998 2.41931
C: 1.27460 -0.11695 1.66610
C: 0.09288 -0.65267 1.97367
C: -0.49589 -0.50806 3.33446
O: -1.58733 -0.99666 3.57198
O: -0.62809 -1.35701 1.05136
O: 2.19094 1.43436 4.96691
H: -0.15446 0.30432 5.33327
H: 1.71173 -0.21285 0.68071
H: -1.44208 -1.63714 1.51735
H: 3.00169 1.72148 4.50227

**Gap between HOMO and LUMO**: 7.8 eV
**E_HOMO**: -11.55 eV
**Total charge**: +1
**Electronic energy**: -31077.0481 eV

[2]
Molecular formula: C17H15NO2
Method: DFT, wB97M-V/def2-TZVPD

Cartesian coordinates (Å):
O: 0.39807 -0.82855 -5.41389
C: 0.93372 -0.06735 -4.66682
C: 0.72789 0.09028 -3.22869
C: -0.21909 -0.60767 -2.49112
C: -0.40220 -0.56300 -1.03603
C: -0.26243 0.61016 -0.30139
C: -0.48305 0.65383 1.05490
C: -0.86270 -0.51013 1.74337
C: -1.09152 -0.40360 3.17174
C: -0.19770 0.33707 3.98481
C: -0.43878 0.48038 5.36929
C: -1.61146 -0.05456 5.93675
C: -2.52504 -0.67922 5.12700
C: -2.23841 -0.90876 3.78217
C: -0.97561 -1.72666 1.04013
C: -0.74283 -1.75957 -0.33370
C: 1.67646 1.17932 -2.74285
C: 2.69594 1.26283 -3.89160
N: 2.00576 0.68873 -5.05234
O: 2.57758 0.57957 -6.38377
H: -0.80969 -1.33026 -3.07899
H: -0.00040 1.56274 -0.76967
H: -0.41913 1.62732 1.55136
H: 0.65897 0.77923 3.54754
H: 0.26005 1.00850 5.99567
H: -1.87523 0.04630 6.99674
H: -3.44972 -1.06811 5.54090
H: -2.89871 -1.51536 3.14834
H: -1.23623 -2.63117 1.59243
H: -0.86485 -2.71224 -0.89386
H: 2.12463 0.93090 -1.74697
H: 1.10875 2.13126 -2.68549
H: 2.98475 2.30265 -4.08922
H: 3.55989 0.59226 -3.70258
H: 1.89233 0.50287 -7.07417

**SMILES**: O=C1/C(=C/c2ccc(-c3ccccc3)cc2)CCN1O
**Gap between HOMO and LUMO**: 8.3 eV
**E_HOMO**: -8.35 eV
**Energy above the lowest of the compared OMol25 structures with the same formula, charge and spin**: 227.5 kJ/mol
**Total charge**: 0
**Electronic energy**: -23455.5260 eV

[3]
Molecular formula: C17H16BrClPb
Method: DFT, wB97M-V/def2-TZVPD

Cartesian coordinates (Å):
C: -1.36116 -0.82481 -1.90490
C: -1.43373 -1.84054 -0.92254
C: -2.20858 -1.32648 0.17732
H: -0.97708 -2.81594 -0.98847
C: -2.60518 0.01175 -0.16523
C: -2.06514 0.31578 -1.43744
H: -2.15549 1.24881 -1.98091
H: -0.88855 -0.92558 -2.88054
H: -2.41702 -1.86490 1.08584
H: -3.15939 0.69545 0.45738
Pb: 0.02594 -0.20367 1.14136
Br: 1.14986 -2.51878 1.94632
C: 2.22832 1.28410 0.24632
C: 1.38784 2.05754 -0.62502
C: 1.18527 1.29907 -1.81272
H: 0.93955 3.01026 -0.43034
C: 1.90383 0.06402 -1.68429
C: 2.55648 0.05848 -0.42004
H: 3.15162 -0.75211 -0.03243
H: 2.52619 1.56113 1.24514
H: 0.61140 1.60489 -2.67079
H: 1.91231 -0.72400 -2.42197
Cl: 1.66647 3.11388 3.38937
C: 0.97640 1.70576 4.05953
C: 1.36295 1.27803 5.32257
C: 0.76914 0.13429 5.84852
C: -0.19491 -0.60297 5.12161
C: -0.62702 -0.11994 3.89550
C: -0.16825 1.16345 3.39774
C: -0.72621 1.80540 2.27050
H: 2.09151 1.89446 5.86725
H: 1.06914 -0.22424 6.88436
H: -0.64374 -1.54221 5.51682
H: -1.33630 -0.71345 3.28211
H: -1.72182 1.50387 1.90984
H: -0.11285 2.48027 1.65585

**Gap between HOMO and LUMO**: 5.2 eV
**E_HOMO**: -0.15 eV
**Energy above the lowest of the compared OMol25 structures with the same formula, charge and spin**: 0.0 kJ/mol
**Total charge**: -2
**Electronic energy**: -105699.5068 eV

[4]
Molecular formula: C17H16ClN3O3S
Method: DFT, wB97M-V/def2-TZVPD

Cartesian coordinates (Å):
O: -4.06033 -1.22458 0.78284
C: -3.29383 -0.79944 -0.05119
C: -3.57570 0.42778 -0.90295
C: -2.88655 1.67219 -0.33607
N: -1.42579 1.61001 -0.33745
C: -0.80681 1.68335 -1.57124
O: -1.41882 1.65952 -2.61492
N: 0.56662 1.77316 -1.56019
C: 1.29401 1.88486 -0.40757
C: 2.67691 2.13027 -0.27263
C: 3.04037 2.19752 1.03670
S: 1.73836 1.96127 2.12720
C: 0.64492 1.76657 0.80423
C: -0.78022 1.58432 0.91014
O: -1.40007 1.44587 1.93995
N: -2.10378 -1.38125 -0.33136
C: -1.58651 -2.48930 0.43517
C: -0.44376 -2.07664 1.36375
C: 0.85855 -1.72193 0.69682
C: 1.92984 -1.35610 1.50965
C: 3.15648 -1.01288 0.97788
C: 3.32316 -1.01903 -0.39788
Cl: 4.84490 -0.55535 -1.07964
C: 2.28117 -1.38787 -1.22790
C: 1.06063 -1.74339 -0.67675
H: -3.25497 0.26849 -1.93271
H: -4.64995 0.61125 -0.88727
H: -3.17945 2.53809 -0.93636
H: -3.18581 1.81844 0.70363
H: 1.01771 1.84863 -2.46125
H: 3.35377 2.24972 -1.09786
H: 4.02299 2.37837 1.42500
H: -1.49932 -0.94816 -1.01008
H: -1.26927 -3.29332 -0.23654
H: -2.42451 -2.84622 1.03892
H: -0.77686 -1.21930 1.95693
H: -0.25799 -2.89491 2.06432
H: 1.79516 -1.34031 2.58100
H: 3.97733 -0.73869 1.62156
H: 2.42114 -1.40557 -2.29762
H: 0.27628 -2.05546 -1.34821

**SMILES**: O=C(CCn1c(=O)[nH]c2ccsc2c1=O)NCCc1ccc(Cl)cc1
**Gap between HOMO and LUMO**: 9.0 eV
**E_HOMO**: -9.00 eV
**Energy above the lowest of the compared OMol25 structures with the same formula, charge and spin**: 0.0 kJ/mol
**Total charge**: 0
**Electronic energy**: -51861.8020 eV

[5]
Molecular formula: C17H16F2N4O3
Method: DFT, wB97M-V/def2-TZVPD

Cartesian coordinates (Å):
C: 4.88694 0.93840 -2.28850
C: 4.21362 1.28858 -3.61361
N: 3.33689 0.23489 -4.04853
C: 2.08964 -0.02596 -3.61298
C: 1.66522 -1.16901 -4.26172
C: 0.35247 -1.86613 -4.12306
N: -0.05902 -1.94158 -2.73788
C: -1.18732 -1.37270 -2.27858
O: -2.02056 -0.81958 -2.96891
C: -1.33951 -1.49339 -0.80325
C: -2.48287 -1.15725 -0.03603
C: -2.10015 -1.42999 1.24759
C: -2.82019 -1.31993 2.55579
O: -2.04002 -0.74974 3.57921
C: -1.65382 0.54957 3.47559
C: -1.99410 1.42566 2.45151
C: -1.54405 2.73681 2.45805
C: -0.74858 3.17581 3.49612
F: -0.30838 4.44814 3.50257
C: -0.38812 2.33696 4.53783
C: -0.84564 1.03758 4.51215
F: -0.50889 0.21064 5.51538
O: -0.83731 -1.88467 1.24346
N: -0.37655 -1.91756 -0.01942
C: 2.75528 -1.52258 -5.07378
N: 3.74759 -0.66628 -4.93115
H: 5.46380 0.02328 -2.39515
H: 4.14335 0.79224 -1.50829
H: 5.55490 1.74060 -1.98787
H: 4.96602 1.41741 -4.39418
H: 3.63563 2.21170 -3.51332
H: 1.59288 0.59794 -2.89753
H: -0.43926 -1.32164 -4.64907
H: 0.42545 -2.87435 -4.54560
H: 0.58549 -2.32833 -2.06430
H: -3.41462 -0.78494 -0.40379
H: -3.75669 -0.76710 2.40628
H: -3.05523 -2.32324 2.92793
H: -2.61236 1.09702 1.63265
H: -1.81008 3.41150 1.66076
H: 0.23220 2.68396 5.34760
H: 2.84230 -2.34994 -5.74913

**SMILES**: CCn1cc(CNC(=O)c2cc(COc3ccc(F)cc3F)on2)cn1
**Gap between HOMO and LUMO**: 9.5 eV
**E_HOMO**: -8.93 eV
**Energy above the lowest of the compared OMol25 structures with the same formula, charge and spin**: 0.0 kJ/mol
**Total charge**: 0
**Electronic energy**: -35424.7590 eV

[6]
Molecular formula: C17H16F6IN2O2PW
Method: DFT, wB97M-V/def2-TZVPD

Cartesian coordinates (Å):
W: -0.28877 -0.60364 0.15521
O: 1.54509 -0.95423 0.39072
C: 1.94596 -1.97553 1.19412
C: 2.93846 -2.85591 0.78756
C: 3.31878 -3.90159 1.61370
C: 2.74519 -4.05976 2.87684
C: 1.81879 -3.14529 3.33112
C: 1.39154 -2.09181 2.50950
C: 0.66555 -0.96531 3.01335
N: 0.04191 -0.15119 2.21249
C: -0.11201 1.26322 2.55802
C: 0.77358 1.96698 1.51737
N: 0.23479 1.55841 0.20492
C: -0.08084 2.50488 -0.63607
C: -0.97244 2.34051 -1.73824
C: -1.20854 3.36848 -2.66382
C: -2.22683 3.25501 -3.59532
C: -3.06859 2.14603 -3.58471
C: -2.88324 1.12896 -2.65620
C: -1.80819 1.19640 -1.77131
O: -1.55500 0.20590 -0.90008
H: 3.39046 -2.72396 -0.18705
H: 4.06354 -4.60723 1.27053
H: 3.04288 -4.88526 3.50721
H: 1.40052 -3.24182 4.32488
H: 0.77626 -0.71893 4.06926
H: 0.22859 1.48917 3.56990
H: -1.15466 1.57459 2.44774
H: 1.80643 1.61873 1.61577
H: 0.75368 3.04884 1.65579
H: 0.27399 3.51777 -0.44654
H: -0.59119 4.25822 -2.64936
H: -2.38822 4.04287 -4.31765
H: -3.87427 2.06834 -4.30248
H: -3.55369 0.28022 -2.60879
F: -0.69680 -2.30098 0.72242
P: -3.70014 -1.93264 0.90307
F: -2.41060 -0.64390 1.25026
F: -2.97352 -2.10996 -0.46083
F: -4.64677 -0.75385 0.86373
F: -3.16239 -2.52735 2.19102
F: -4.70986 -3.03541 0.63064
I: -0.66810 -1.18673 -3.58449
C: 0.42986 -1.55655 -1.80928
H: 1.46793 -1.35078 -2.07115
H: 0.30668 -2.62754 -1.60306

**Gap between HOMO and LUMO (alpha / beta)**: 5.8 / 4.6 eV
**2S+1**: 2
**E_HOMO (alpha / beta)**: -18.03 / -18.02 eV
**Energy above the lowest of the compared OMol25 structures with the same formula, charge and spin**: 87.6 kJ/mol
**Total charge**: +3
**Electronic energy**: -60459.1999 eV